(1)
This record from OMol25 describes C25H26N4O9P2W as an isolated structure in a non-equilibrium geometry. The level of theory is ωB97M-V with the def2-TZVPD basis set.

Cartesian coordinates (Å):
W -0.795 -0.326 -0.408
C 1.044 -1.182 2.483
N -0.307 -1.480 2.005
C -0.594 -2.902 2.162
C -1.281 -0.703 2.784
C -1.186 0.763 2.472
C -1.477 1.691 3.458
C -1.458 3.047 3.174
C -1.128 3.461 1.893
C -0.824 2.523 0.919
C -0.842 1.140 1.161
H 1.144 -1.423 3.549
H 1.261 -0.124 2.345
H 1.774 -1.764 1.920
H -0.514 -3.207 3.213
H 0.114 -3.489 1.575
H -1.595 -3.112 1.792
H -1.144 -0.874 3.862
H -2.276 -1.049 2.501
H -1.732 1.349 4.455
H -1.698 3.770 3.944
H -1.100 4.516 1.652
H -0.565 2.873 -0.073
C -1.589 -6.266 -6.532
O -1.669 -4.873 -6.269
C -0.520 -4.133 -6.383
C -0.702 -2.758 -6.284
C 0.381 -1.918 -6.240
C 1.683 -2.433 -6.325
C 1.840 -3.802 -6.545
C 0.751 -4.657 -6.545
N 2.828 -1.634 -6.343
N 2.938 -0.536 -5.755
C 2.349 -0.123 -4.577
C 1.949 1.208 -4.503
C 1.132 1.679 -3.479
C 0.779 0.829 -2.453
O -0.133 1.044 -1.496
C 1.400 -0.429 -2.351
N 1.113 -1.102 -1.180
C 1.620 -2.328 -1.082
C 2.442 -2.898 -2.046
C 2.747 -2.211 -3.204
C 2.180 -0.949 -3.404
H -2.604 -6.641 -6.445
H -0.951 -6.777 -5.807
H -1.215 -6.450 -7.541
H -1.706 -2.364 -6.216
H 0.223 -0.852 -6.158
H 2.841 -4.194 -6.677
H 0.910 -5.718 -6.679
H 2.200 1.848 -5.338
H 0.731 2.683 -3.499
H 1.376 -2.868 -0.178
H 2.833 -3.893 -1.890
H 3.402 -2.641 -3.949
O -5.263 -0.408 -0.922
P -3.694 -0.565 -0.804
O -2.958 0.578 -1.443
O -3.236 -0.861 0.585
O -3.436 -1.927 -1.705
P -1.895 -2.361 -1.876
O -1.976 -3.863 -2.297
O -1.199 -1.402 -2.779
O -1.266 -2.318 -0.477
H -5.492 0.120 -1.699
H -2.013 -4.103 -3.244

Charge ... 0
Multiplicity ... 3
⟨S²⟩ ... 2.0259
ΔE to the lowest compared entry with this formula, charge and spin ... 55.6 kcal per mole
HOMO-LUMO gap (alpha / beta) ... 0.23097 / 0.23681 hartree
HOMO level (alpha / beta) ... -0.2688 / -0.2822 Eh

---

(2)
This record from OMol25 describes C25H26N4PtSSe2 as an isolated structure in a non-equilibrium geometry. The level of theory is ωB97M-V with the def2-TZVPD basis set.

Cartesian coordinates (Å):
Pt 0.047 0.014 -1.533
N -2.378 3.873 -1.976
C -1.632 2.823 -1.639
S -1.723 1.448 -2.703
N -0.917 2.844 -0.545
N -0.082 1.895 -0.235
C 0.494 1.828 0.955
C 0.186 2.782 2.014
C 1.216 3.336 2.793
C 0.922 4.249 3.784
C -0.390 4.643 4.008
C -1.414 4.109 3.236
C -1.134 3.192 2.246
C 1.424 0.734 1.173
C 1.902 0.401 2.451
C 2.775 -0.662 2.597
C 3.120 -1.417 1.480
C 2.566 -1.066 0.259
N 1.766 -0.019 0.104
H -2.947 3.853 -2.807
H -2.393 4.707 -1.411
H 2.245 3.086 2.585
H 1.717 4.672 4.380
H -0.614 5.363 4.779
H -2.436 4.402 3.421
H -1.942 2.750 1.684
H 1.574 0.959 3.314
H 3.174 -0.915 3.567
H 3.792 -2.259 1.555
H 2.796 -1.642 -0.631
C 3.340 -0.083 -3.416
Se 1.809 1.101 -3.242
C 0.877 0.610 -4.912
C 0.709 -0.883 -5.170
Se 0.356 -2.056 -3.601
C -1.450 -2.649 -3.963
H 3.805 0.105 -4.383
H 3.036 -1.129 -3.336
H 4.043 0.163 -2.623
H 1.471 1.058 -5.716
H -0.091 1.118 -4.873
H 1.608 -1.294 -5.638
H -0.136 -1.047 -5.842
H -2.133 -1.803 -3.970
H -1.725 -3.337 -3.166
H -1.468 -3.179 -4.914
C -0.776 -1.435 -0.434
C -1.172 -2.181 0.452
C -1.636 -2.996 1.490
C -1.041 -2.893 2.764
C -1.495 -3.677 3.798
C -2.545 -4.572 3.589
C -3.138 -4.679 2.334
C -2.694 -3.903 1.289
H -0.227 -2.198 2.908
H -1.040 -3.604 4.773
H -2.900 -5.189 4.401
H -3.950 -5.370 2.177
H -3.152 -3.980 0.315

Charge ... +2
ΔE to the lowest compared entry with this formula, charge and spin ... 73.7 kcal per mole
HOMO-LUMO gap (alpha / beta) ... 0.16156 / 0.16151 hartree
HOMO level (alpha / beta) ... -0.4760 / -0.4760 Eh

---

(3)
This record from OMol25 describes one molecule with the formula C25H26N6O4S in a non-equilibrium geometry. The level of theory is ωB97M-V with the def2-TZVPD basis set.

Cartesian coordinates (Å):
C 1.596 2.297 3.733
C 2.046 2.635 2.358
C 3.075 3.404 1.883
C 3.004 3.345 0.475
C 1.932 2.542 0.186
C 1.391 2.067 -1.048
N 0.347 1.246 -1.108
N 0.229 1.033 -2.398
N 1.124 1.674 -3.106
N 1.859 2.335 -2.286
C -0.771 0.147 -2.921
H -1.728 0.668 -3.004
H -0.438 -0.202 -3.900
C -0.825 -1.026 -1.936
O -0.153 -2.028 -2.131
N -1.553 -0.840 -0.826
C -2.405 0.275 -0.589
C -2.101 1.194 0.406
C -2.969 2.246 0.645
C -4.132 2.380 -0.094
C -4.437 1.455 -1.077
C -3.579 0.398 -1.323
H -3.820 -0.341 -2.075
H -5.349 1.548 -1.649
H -4.804 3.202 0.099
H -2.732 2.962 1.417
H -1.196 1.088 0.980
C -1.427 -1.823 0.268
C -2.676 -1.874 1.074
C -3.852 -2.453 0.698
C -4.877 -2.283 1.651
C -4.458 -1.570 2.727
S -2.809 -1.101 2.612
H -5.022 -1.304 3.598
H -5.871 -2.675 1.533
H -3.977 -2.986 -0.228
H -1.244 -2.794 -0.213
C -0.191 -1.444 1.110
O -0.276 -0.937 2.212
N 0.964 -1.738 0.505
H 0.950 -2.036 -0.463
C 2.231 -1.272 1.025
H 2.571 -1.928 1.834
H 2.091 -0.267 1.434
C 3.275 -1.243 -0.089
C 3.567 -2.632 -0.708
H 2.974 -3.411 -0.232
H 4.621 -2.881 -0.587
C 3.210 -2.458 -2.189
H 3.888 -2.986 -2.854
H 2.189 -2.786 -2.385
C 3.296 -0.941 -2.353
H 4.338 -0.621 -2.497
H 2.688 -0.546 -3.166
O 2.796 -0.420 -1.140
H 4.201 -0.807 0.318
O 1.352 2.114 1.331
H 3.647 3.820 -0.237
H 3.793 3.941 2.468
H 2.450 2.182 4.395
H 1.023 1.372 3.706
H 0.957 3.084 4.133

Charge ... 0
SMILES string ... Cc1ccc(-c2nnn(CC(=O)N(c3ccccc3)[C@@H](C(=O)NC[C@H]3CCCO3)c3cccs3)n2)o1
ΔE to the lowest compared entry with this formula, charge and spin ... 0.0 kcal per mole
HOMO-LUMO gap ... 0.32261 hartree
HOMO level ... -0.2971 Eh

---

(4)
This record from OMol25 describes C25H27AsCl2OSn as an isolated structure in a non-equilibrium geometry. The level of theory is ωB97M-V with the def2-TZVPD basis set.

Cartesian coordinates (Å):
Sn 0.304 -1.320 -1.030
Cl -0.211 -0.715 -3.185
Cl -0.573 -2.631 0.634
C -1.852 -3.309 -2.623
H -2.392 -3.169 -1.691
H -2.416 -3.162 -3.543
C 2.094 -1.638 -1.019
C -0.561 -3.642 -2.644
H 2.855 -0.957 -0.609
C 0.254 -3.849 -3.884
H -0.025 -3.774 -1.703
C 1.709 -4.253 -3.586
H -0.218 -4.611 -4.520
H 0.273 -2.906 -4.448
C 2.577 -3.093 -3.079
H 1.714 -5.064 -2.846
H 2.156 -4.658 -4.503
C 2.626 -2.941 -1.542
H 3.607 -3.237 -3.427
H 2.227 -2.150 -3.522
H 2.111 -3.788 -1.069
H 3.679 -3.005 -1.220
O 0.211 0.578 -0.489
As -0.311 1.343 0.883
C -1.738 2.508 0.240
C -1.631 3.900 0.356
C -2.656 4.726 -0.118
C -3.789 4.164 -0.713
C -3.898 2.776 -0.835
C -2.875 1.950 -0.362
C -0.892 0.130 2.301
C -0.118 0.008 3.463
C -0.533 -0.831 4.502
C -1.731 -1.543 4.389
C -2.514 -1.413 3.240
C -2.099 -0.577 2.199
C 1.236 2.427 1.375
C 2.386 2.427 0.572
C 3.477 3.234 0.910
C 3.427 4.034 2.055
C 2.285 4.031 2.861
C 1.189 3.232 2.520
H -0.759 4.349 0.810
H -2.570 5.801 -0.027
H -4.581 4.803 -1.081
H -4.773 2.341 -1.301
H -2.966 0.879 -0.474
H 0.809 0.557 3.563
H 0.072 -0.927 5.393
H -2.051 -2.191 5.194
H -3.444 -1.961 3.156
H -2.715 -0.487 1.317
H 2.435 1.820 -0.322
H 4.358 3.241 0.281
H 4.272 4.658 2.314
H 2.248 4.650 3.747
H 0.304 3.239 3.143

Charge ... 0
ΔE to the lowest compared entry with this formula, charge and spin ... 68.6 kcal per mole
HOMO-LUMO gap ... 0.17769 hartree
HOMO level ... -0.1848 Eh

---

(5)
This record from OMol25 describes C25H27BGeN10OTi as an isolated structure. The level of theory is ωB97M-V with the def2-TZVPD basis set.

Cartesian coordinates (Å):
Ti 1.307 -2.779 0.317
C 2.922 -1.814 4.280
C 1.826 -1.776 3.428
N 2.173 -2.218 2.211
N 3.484 -2.554 2.278
C 3.956 -2.315 3.506
B 4.129 -2.982 0.944
N 4.060 -1.759 -0.013
C 4.896 -0.839 -0.495
C 4.178 0.066 -1.266
C 2.868 -0.374 -1.200
N 2.787 -1.476 -0.435
N 3.013 -3.865 0.243
C 3.285 -4.891 -0.489
C 2.405 -5.417 -1.490
C 1.254 -4.668 -1.912
N 0.934 -3.626 -1.246
N 5.389 -3.723 1.166
C 6.682 -3.629 0.750
C 7.365 -4.694 1.269
C 6.400 -5.409 2.007
N 5.214 -4.831 1.950
H 2.966 -1.519 5.313
H 0.816 -1.456 3.633
H 4.985 -2.528 3.749
H 5.949 -0.864 -0.268
H 4.563 0.917 -1.799
H 1.988 0.038 -1.667
H 4.273 -5.343 -0.391
H 2.677 -6.328 -2.006
H 0.678 -4.994 -2.777
H 7.024 -2.828 0.116
H 8.407 -4.928 1.143
H 6.531 -6.318 2.573
N 1.653 -5.282 2.832
C 0.470 -4.914 2.363
N -0.652 -5.371 2.900
O 0.374 -4.107 1.360
H 1.733 -5.932 3.599
H 2.517 -4.927 2.441
H -0.655 -6.030 3.661
H -1.533 -5.120 2.482
Ge -6.980 2.041 0.346
C -5.555 3.232 0.623
C -5.070 4.105 -0.363
C -4.129 5.060 -0.032
C -3.673 5.160 1.279
C -4.139 4.296 2.262
C -5.072 3.328 1.937
C -8.199 1.982 -1.068
C -9.206 1.006 -0.995
C -10.182 0.949 -1.973
C -10.160 1.862 -3.019
C -9.168 2.837 -3.098
C -8.188 2.901 -2.129
H -7.242 1.090 1.507
H -5.425 4.039 -1.383
H -3.760 5.739 -0.788
H -2.952 5.925 1.536
H -3.784 4.389 3.280
H -5.442 2.663 2.709
H -9.232 0.300 -0.173
H -10.963 0.203 -1.918
H -10.928 1.822 -3.780
H -9.172 3.547 -3.913
H -7.433 3.673 -2.187

Charge ... +3
Multiplicity ... 2
⟨S²⟩ ... 0.7897
ΔE to the lowest compared entry with this formula, charge and spin ... 0.0 kcal per mole
HOMO-LUMO gap (alpha / beta) ... 0.24617 / 0.18844 hartree
HOMO level (alpha / beta) ... -0.5788 / -0.5788 Eh

---

(6)
This record from OMol25 describes a 5-piece molecular cluster, C25H27BN5 overall in a non-equilibrium geometry. The level of theory is ωB97M-V with the def2-TZVPD basis set.

Cartesian coordinates (Å):
B -3.014 2.658 -0.694
C -2.976 1.592 0.542
C -4.259 0.800 0.956
C -4.128 -0.172 2.186
C -2.746 -0.246 2.864
N -1.550 0.433 2.490
C -1.696 1.307 1.372
H -3.621 3.620 -0.288
H -3.603 2.280 -1.656
H -1.907 3.051 -0.924
H -5.247 0.911 0.399
H -5.035 -0.761 2.553
H -2.673 -0.935 3.786
H -0.753 1.887 1.054
N 0.587 1.603 -1.389
C -0.076 0.451 -1.576
C 0.540 -0.746 -1.912
C 1.918 -0.754 -2.069
C 2.627 0.423 -1.884
C 1.920 1.565 -1.545
H -1.152 0.509 -1.445
H -0.045 -1.647 -2.048
H 2.434 -1.670 -2.333
H 3.703 0.452 -1.999
H 2.431 2.511 -1.386
N 3.550 -1.392 -4.600
C 4.819 -1.298 -5.028
C 5.311 -1.970 -6.135
C 4.446 -2.791 -6.843
C 3.129 -2.908 -6.421
C 2.734 -2.192 -5.302
H 5.457 -0.647 -4.440
H 6.345 -1.854 -6.437
H 4.793 -3.335 -7.714
H 2.426 -3.540 -6.949
H 1.713 -2.247 -4.935
N 1.787 -2.223 1.274
C 0.501 -2.058 1.627
C -0.364 -3.107 1.899
C 0.123 -4.402 1.797
C 1.447 -4.600 1.432
C 2.232 -3.486 1.185
H 0.165 -1.028 1.690
H -1.391 -2.915 2.182
H -0.524 -5.249 2.001
H 1.860 -5.598 1.342
H 3.275 -3.590 0.899
N -3.085 5.294 5.163
C -3.747 4.140 4.971
C -3.133 2.946 4.630
C -1.756 2.938 4.473
C -1.047 4.116 4.663
C -1.753 5.258 5.006
H -4.823 4.198 5.103
H -3.717 2.045 4.490
H -1.240 2.024 4.204
H 0.030 4.146 4.547
H -1.243 6.202 5.169

Charge ... -1
HOMO-LUMO gap ... 0.24348 hartree
HOMO level ... -0.1617 Eh

---

(7)
This record from OMol25 describes an isolated ion of composition C25H27BNO5 and charge +1 in a non-equilibrium geometry. The level of theory is ωB97M-V with the def2-TZVPD basis set.

Cartesian coordinates (Å):
C -0.134 -2.963 -4.003
C 0.199 -2.533 -2.614
C 1.160 -3.120 -1.809
C 1.409 -2.155 -0.807
C 0.374 -1.139 -0.675
B 0.861 0.657 -0.999
N 1.505 1.473 -2.197
C 2.791 0.986 -2.715
C 0.399 1.638 -3.202
C -0.740 1.774 -2.251
O -1.757 2.393 -2.434
O -0.440 1.269 -0.986
C 1.653 2.823 -1.457
C 1.797 2.455 0.000
O 1.995 3.187 0.941
O 1.693 1.105 0.164
O -0.283 -1.387 -2.097
H 0.623 -3.724 -4.286
H -1.114 -3.459 -4.193
H -0.059 -2.122 -4.712
H 1.637 -4.113 -1.953
H 2.191 -2.247 -0.085
H 3.399 1.808 -3.077
H 3.348 0.434 -1.952
H 2.641 0.290 -3.538
H 0.607 2.515 -3.811
H 0.303 0.773 -3.850
H 2.514 3.400 -1.802
H 0.779 3.473 -1.652
C 1.690 -1.977 5.916
C 1.329 -1.767 4.469
C 0.799 -2.854 3.755
C 0.211 -2.660 2.505
C 0.184 -1.390 1.892
C -0.543 -1.151 0.548
C -1.683 -0.055 0.735
C -2.848 -0.230 -0.025
C -3.742 0.827 -0.212
C -3.423 2.098 0.310
C -4.067 3.322 -0.278
C -2.473 2.179 1.347
C -1.646 1.069 1.597
C 0.890 -0.362 2.533
C 1.504 -0.551 3.785
H 2.045 -1.058 6.383
H 0.832 -2.329 6.503
H 2.467 -2.741 6.004
H 0.856 -3.870 4.168
H -0.185 -3.517 1.956
H -1.136 -2.040 0.351
H -3.020 -1.149 -0.599
H -4.631 0.713 -0.847
H -3.647 4.219 0.195
H -3.859 3.341 -1.360
H -5.159 3.322 -0.131
H -2.323 3.149 1.868
H -0.935 1.122 2.415
H 1.039 0.601 2.041
H 2.120 0.247 4.227

Charge ... +1
ΔE to the lowest compared entry with this formula, charge and spin ... 0.0 kcal per mole
HOMO-LUMO gap ... 0.21794 hartree
HOMO level ... -0.3906 Eh

---

(8)
This record from OMol25 describes C25H27Br2F3N2ORuS as an isolated structure. The level of theory is ωB97M-V with the def2-TZVPD basis set.

Cartesian coordinates (Å):
Ru 1.962 0.480 -0.195
C -5.570 1.432 -1.152
C -5.253 0.566 0.075
C -6.098 -0.706 0.009
C -5.624 1.333 1.352
C -3.756 0.258 0.084
C -2.836 1.303 0.188
C -1.500 1.006 0.166
Br -0.242 2.390 0.358
C -0.979 -0.287 0.025
O 0.350 -0.479 -0.059
C -1.892 -1.359 -0.035
C -3.249 -1.030 -0.011
C -1.561 -2.861 -0.116
C -2.175 -3.437 -1.404
C -0.078 -3.212 -0.123
C -2.187 -3.554 1.107
H -6.638 1.661 -1.180
H -5.311 0.910 -2.076
H -5.026 2.378 -1.130
H -7.155 -0.436 0.012
H -5.923 -1.356 0.869
H -5.908 -1.275 -0.904
H -6.701 1.516 1.372
H -5.125 2.302 1.406
H -5.360 0.763 2.244
H -3.160 2.330 0.290
H -3.953 -1.846 -0.073
H -1.754 -2.952 -2.287
H -3.258 -3.321 -1.437
H -1.953 -4.505 -1.467
H 0.431 -2.822 -1.004
H 0.011 -4.300 -0.140
H 0.434 -2.850 0.769
H -3.269 -3.431 1.148
H -1.765 -3.162 2.035
H -1.976 -4.625 1.065
F 6.681 -3.162 1.248
C 5.888 -2.925 0.190
F 4.758 -3.620 0.358
F 6.515 -3.408 -0.894
C 5.632 -1.447 0.042
C 6.720 -0.600 -0.026
C 6.534 0.769 -0.172
C 5.246 1.251 -0.234
N 4.184 0.441 -0.160
C 4.358 -0.885 -0.038
S 2.785 -1.615 -0.008
H 7.720 -1.013 0.034
H 7.372 1.447 -0.235
H 5.052 2.309 -0.344
Br 2.352 2.063 -2.338
C 2.806 3.260 -0.927
C 3.204 4.559 -1.160
C 3.511 5.315 -0.037
C 3.408 4.747 1.227
C 2.994 3.433 1.339
N 2.697 2.699 0.259
H 3.270 4.958 -2.162
H 3.829 6.344 -0.152
H 3.641 5.316 2.116
H 2.894 2.940 2.297

Charge ... +1
Multiplicity ... 2
⟨S²⟩ ... 0.8054
HOMO-LUMO gap (alpha / beta) ... 0.20496 / 0.23106 hartree
HOMO level (alpha / beta) ... -0.3891 / -0.3930 Eh